1.
A 2-piece molecular cluster, C3H7N5O4S overall, computed with the ωB97M-V functional and the def2-TZVPD basis.

As for the spin multiplicity: 1. As for the LUMO energy (spin up / spin down): -0.57 / -0.55 eV. The frontier orbital gap (spin up / spin down) comes out at 7.72 / 7.17 eV. Its relative energy (zero: lowest compared OMol25 entry of this formula, charge and spin) is 113.2 kcal per mole.

Cartesian coordinates (Å):
C: 1.808 0.578 0.535
C: -1.884 0.785 0.106
C: -0.955 -2.571 0.230
N: 1.473 0.189 1.788
N: -1.491 1.904 -0.397
N: 1.119 0.011 -0.491
N: 0.076 -0.802 -0.584
N: 1.191 0.662 -1.725
O: -1.812 -2.299 -0.716
O: 2.645 1.447 0.242
O: -0.840 -3.557 0.863
O: -0.129 -1.545 0.518
S: -2.699 0.102 1.269
H: 0.648 -0.448 2.024
H: 1.889 0.765 2.551
H: -0.738 1.852 -1.072
H: -1.799 2.807 -0.079
H: 1.918 1.333 -1.656
H: 1.248 0.114 -2.625
H: -1.669 -1.326 -0.780

Here are the Mulliken charges for atoms 1 to 6, given in e:
1 C 0.611
2 C 0.133
3 C 0.672
4 N -0.352
5 N -0.235
6 N 0.640

---

2.
C7H8O as an isolated structure, computed with the ωB97M-V functional and the def2-TZVPD basis.

As for the spin multiplicity: 1. As for the LUMO energy: 0.35 eV. The frontier orbital gap comes out at 9.59 eV. Its relative energy (zero: lowest compared OMol25 entry of this formula, charge and spin) is 255.6 kcal per mole.

Cartesian coordinates (Å):
C: -1.357 -1.491 0.260
C: -0.216 -0.489 0.207
C: 1.282 -0.104 0.725
C: 1.332 0.721 -0.567
C: 0.279 1.611 -0.240
C: -0.735 0.964 0.351
C: 0.290 -0.210 -1.204
H: -0.868 -2.103 1.551
H: -1.698 -2.539 -0.830
H: -2.802 -0.743 0.501
H: 2.186 -0.745 0.785
H: 1.288 0.363 1.694
H: 2.260 1.300 -0.718
H: 0.200 2.699 -1.025
H: -1.587 1.669 0.701
O: 0.146 -0.902 -2.191

Here are the Mulliken charges for atoms 1 to 6, given in e:
1 C -1.067
2 C 0.285
3 C -0.400
4 C -0.368
5 C -0.295
6 C -0.450

---

3.
An isolated ion of composition C3H3O2S and charge -1, computed with the ωB97M-V functional and the def2-TZVPD basis.

As for the spin multiplicity: 1. The structure (SMILES) is CC(=S)C(=O)[O-]. As for the LUMO energy: 3.73 eV. The frontier orbital gap comes out at 7.18 eV. Its relative energy (zero: lowest compared OMol25 entry of this formula, charge and spin) is 15.7 kcal per mole. As for the charge: -1.

Cartesian coordinates (Å):
C: -0.271 -0.645 0.220
C: -1.233 0.703 0.099
C: 1.125 -0.170 -0.009
O: -1.213 0.835 -1.107
O: -1.725 1.299 1.041
S: -0.970 -2.087 -0.139
H: 1.463 -0.230 -1.035
H: 1.020 0.893 0.186
H: 1.804 -0.597 0.744

Here are the Mulliken charges for atoms 1 to 6, given in e:
1 C 0.313
2 C 0.449
3 C -0.919
4 O -0.572
5 O -0.688
6 S -0.405

---

4.
A 12-piece molecular cluster, C22H66ClO15S11 overall, computed with the ωB97M-V functional and the def2-TZVPD basis.

As for the spin multiplicity: 1. As for the LUMO energy: 1.51 eV. The frontier orbital gap comes out at 7.93 eV. Its relative energy (zero: lowest compared OMol25 entry of this formula, charge and spin) is 1.5 kcal per mole. As for the charge: -1.

Cartesian coordinates (Å):
Cl: -10.067 -28.884 -6.172
O: -10.972 -28.165 -7.044
O: -8.703 -28.872 -6.767
O: -9.998 -28.344 -4.848
O: -10.550 -30.262 -6.103
C: -13.692 -31.865 -11.048
S: -12.147 -31.968 -9.983
O: -11.405 -33.044 -10.728
C: -11.462 -30.404 -10.621
H: -13.453 -31.902 -12.111
H: -14.274 -30.947 -10.974
H: -14.310 -32.730 -10.805
H: -10.396 -30.189 -10.548
H: -12.159 -29.736 -10.116
H: -11.607 -30.309 -11.698
C: -10.519 -25.368 -2.273
S: -10.221 -23.730 -3.061
O: -9.593 -22.736 -2.062
C: -8.844 -24.017 -4.191
H: -10.671 -26.287 -2.840
H: -11.510 -25.289 -1.827
H: -10.018 -25.529 -1.318
H: -9.172 -24.722 -4.955
H: -7.877 -24.290 -3.769
H: -8.649 -23.041 -4.635
C: -7.201 -25.866 -7.157
S: -7.940 -24.534 -8.169
O: -8.288 -23.418 -7.156
C: -6.359 -24.058 -8.873
H: -6.756 -26.729 -7.654
H: -8.028 -26.145 -6.504
H: -6.413 -25.492 -6.503
H: -5.766 -23.827 -7.988
H: -6.334 -23.228 -9.578
H: -5.790 -24.887 -9.294
C: -12.115 -26.321 -11.222
S: -12.402 -26.865 -13.003
O: -12.716 -28.359 -13.093
C: -14.043 -25.980 -13.155
H: -11.171 -26.695 -10.827
H: -12.857 -26.584 -10.469
H: -12.099 -25.247 -11.041
H: -14.259 -25.715 -14.190
H: -13.865 -25.067 -12.588
H: -14.822 -26.569 -12.670
C: -13.228 -30.461 -3.600
S: -12.434 -30.822 -1.944
O: -13.346 -31.940 -1.360
C: -10.992 -31.811 -2.498
H: -13.297 -31.384 -4.175
H: -12.718 -29.677 -4.160
H: -14.261 -30.125 -3.682
H: -11.207 -32.878 -2.555
H: -10.255 -31.803 -1.696
H: -10.591 -31.697 -3.505
C: -7.857 -31.322 -9.040
S: -6.805 -32.507 -8.138
O: -5.499 -31.824 -7.871
C: -7.550 -32.151 -6.498
H: -7.421 -31.287 -10.038
H: -7.836 -30.365 -8.518
H: -8.893 -31.659 -9.053
H: -6.986 -32.658 -5.716
H: -8.592 -32.415 -6.319
H: -7.474 -31.146 -6.082
C: -11.509 -23.969 -7.234
S: -12.710 -23.452 -5.902
O: -13.555 -22.327 -6.495
C: -13.684 -25.010 -5.605
H: -11.749 -24.254 -8.258
H: -10.756 -24.668 -6.870
H: -10.965 -23.049 -7.449
H: -14.214 -25.266 -6.523
H: -14.398 -24.953 -4.784
H: -12.946 -25.797 -5.452
C: -15.276 -29.842 -7.072
S: -15.614 -28.742 -8.555
O: -16.346 -29.785 -9.409
C: -16.824 -27.433 -7.890
H: -16.186 -30.393 -6.832
H: -15.024 -29.180 -6.244
H: -14.333 -30.374 -7.203
H: -17.426 -26.988 -8.682
H: -16.169 -26.670 -7.470
H: -17.485 -27.794 -7.102
C: -4.640 -31.737 -1.246
S: -5.045 -31.535 -3.085
O: -5.623 -32.898 -3.452
C: -6.574 -30.423 -3.119
H: -4.045 -32.599 -0.947
H: -5.446 -32.157 -0.644
H: -4.232 -30.822 -0.816
H: -6.204 -29.510 -2.652
H: -7.544 -30.687 -2.698
H: -6.805 -30.338 -4.180
C: -5.266 -28.995 -7.678
S: -4.134 -29.146 -6.181
O: -2.831 -28.410 -6.460
C: -5.074 -28.103 -5.012
H: -6.305 -29.220 -7.434
H: -5.024 -29.745 -8.431
H: -5.019 -28.058 -8.175
H: -4.661 -28.106 -4.003
H: -6.144 -28.309 -5.036
H: -4.949 -27.074 -5.347
C: -8.759 -27.728 -11.570
S: -6.916 -27.787 -11.640
O: -6.266 -27.968 -10.259
C: -6.724 -29.417 -12.494
H: -9.152 -28.495 -10.902
H: -9.363 -27.906 -12.460
H: -9.029 -26.776 -11.112
H: -6.737 -29.250 -13.572
H: -7.419 -30.160 -12.105
H: -5.726 -29.791 -12.264

Here are the Mulliken charges for atoms 1 to 6, given in e:
1 Cl 1.087
2 O -0.435
3 O -0.367
4 O -0.606
5 O -0.589
6 C -1.000

---

5.
A 2-piece molecular cluster, C4H11NO4 overall, computed with the ωB97M-V functional and the def2-TZVPD basis.

As for the spin multiplicity: 1. The structure (SMILES) is NOC(=O)O.CCOC. As for the LUMO energy: 0.87 eV. The frontier orbital gap comes out at 10.52 eV. Its relative energy (zero: lowest compared OMol25 entry of this formula, charge and spin) is 108.4 kcal per mole.

Cartesian coordinates (Å):
C: -0.968 1.202 0.063
C: -1.409 -1.249 1.151
C: -0.907 1.735 -1.329
O: -0.692 -0.503 0.183
H: -2.003 1.120 0.399
H: -0.382 1.743 0.806
H: -0.721 -1.613 1.914
H: -1.882 -2.104 0.659
H: -2.197 -0.676 1.646
H: -1.188 0.967 -2.047
H: 0.064 2.172 -1.545
H: -1.617 2.565 -1.401
C: 1.078 -1.267 -0.132
N: 2.165 0.839 0.358
O: 1.528 0.049 -0.628
O: 1.001 -2.117 -1.198
O: 1.510 -1.650 0.942
H: 1.899 -2.273 -1.519
H: 1.626 0.623 1.207
H: 3.096 0.436 0.473

Here are the Mulliken charges for atoms 1 to 6, given in e:
1 C -0.172
2 C -0.809
3 C -1.072
4 O -0.385
5 H 0.451
6 H 0.291

---

What did the fifth record say?
A 2-piece molecular cluster, C4H11NO4 overall, computed with the ωB97M-V functional and the def2-TZVPD basis.

As for the spin multiplicity: 1. The structure (SMILES) is NOC(=O)O.CCOC. As for the LUMO energy: 0.87 eV. The frontier orbital gap comes out at 10.52 eV. Its relative energy (zero: lowest compared OMol25 entry of this formula, charge and spin) is 108.4 kcal per mole.

Cartesian coordinates (Å):
C: -0.968 1.202 0.063
C: -1.409 -1.249 1.151
C: -0.907 1.735 -1.329
O: -0.692 -0.503 0.183
H: -2.003 1.120 0.399
H: -0.382 1.743 0.806
H: -0.721 -1.613 1.914
H: -1.882 -2.104 0.659
H: -2.197 -0.676 1.646
H: -1.188 0.967 -2.047
H: 0.064 2.172 -1.545
H: -1.617 2.565 -1.401
C: 1.078 -1.267 -0.132
N: 2.165 0.839 0.358
O: 1.528 0.049 -0.628
O: 1.001 -2.117 -1.198
O: 1.510 -1.650 0.942
H: 1.899 -2.273 -1.519
H: 1.626 0.623 1.207
H: 3.096 0.436 0.473

Here are the Mulliken charges for atoms 1 to 6, given in e:
1 C -0.172
2 C -0.809
3 C -1.072
4 O -0.385
5 H 0.451
6 H 0.291

---

> What is the relative energy (zero: lowest compared OMol25 entry of this formula, charge and spin) in the second record?

255.6 kcal per mole

---

> The highest relative energy (zero: lowest compared OMol25 entry of this formula, charge and spin) belongs to which entry?

C7H8O